No. 1
19
Properties=species:S:1:pos:R:3:lowdin_charge:R:1 method="wB97M-V/def2-TZVPD" total_charge=0 lumo_energy_ev=1.0 relative_energy_kcal_mol=144.49 smiles=C1[C@@H]2CN3C[C@@H]2C[C@@H]13 gap_ha=0.364 max_force_ha_per_bohr=0.101
C 1.3734 0.7718 -0.0259 -0.147
C 0.9515 -0.4501 0.7986 -0.191
C 0.9566 -1.4191 -0.3145 -0.086
C -1.4792 -0.8750 -0.1859 -0.093
C -0.7533 -0.0918 0.9137 -0.222
C -0.7939 1.1411 0.1121 -0.267
C 0.0910 0.7501 -0.9744 -0.368
H 1.2198 1.8867 0.1421 0.104
H 2.4463 0.7252 -0.5131 0.141
H 1.2985 -0.4703 1.9309 0.169
H 0.5826 -2.3108 -0.0649 0.056
H 1.9759 -1.5621 -0.6531 0.111
H -2.3254 -0.1943 -0.5003 0.104
H -1.7247 -1.9298 0.1682 0.129
H -1.3268 -0.1015 1.8036 0.115
H -0.1826 1.9928 0.5123 0.114
H -1.9313 1.1440 -0.1067 0.131
H -0.1447 1.6267 -1.8057 0.194
N -0.2335 -0.6337 -1.2368 0.006


No. 2
15
Properties=species:S:1:pos:R:3:mulliken_spin:R:1 method="wB97M-V/def2-TZVPD" total_charge=0 lumo_energy_ev="0.1 / -0.4" relative_energy_kcal_mol=35.66 multiplicity=3 s2=2.01 gap_ha="0.223 / 0.328" max_force_ha_per_bohr=0.095
C -1.6762 0.2506 -0.2988 0.698
C -0.8816 1.4206 -0.2568 -0.020
N 0.5366 1.1757 -0.7565 0.007
N 0.3431 -1.0664 -0.7692 0.527
N 1.0537 -0.0702 -0.3119 0.166
N 0.3488 -2.2820 -0.1471 0.164
N 1.4677 -0.0279 1.0296 -0.004
S -3.1008 -0.2814 0.2789 0.367
H -1.3415 2.1950 -0.7667 0.001
H -0.9730 1.8278 0.8804 0.082
H 0.4269 1.3647 -1.7212 0.000
H 0.1925 -3.0601 -0.6996 0.003
H 0.9721 -2.3802 0.6422 -0.005
H 0.5714 0.1641 1.6347 0.027
H 2.0602 0.7697 1.2620 -0.013


No. 3
43
Properties=species:S:1:pos:R:3:lowdin_charge:R:1 method="wB97M-V/def2-TZVPD" total_charge=0 lumo_energy_ev=-0.3 gap_ha=0.296 max_force_ha_per_bohr=0.056
K 9.1070 7.8240 8.3293 0.900
C 8.6779 7.8524 14.8353 -0.046
C 8.0847 7.4796 13.5295 -0.328
C 7.0658 6.5876 13.2470 0.003
C 7.0848 6.4436 11.8439 -0.317
N 8.0190 7.2344 11.2801 0.060
N 8.6124 7.8832 12.3297 0.007
C 6.3147 5.4932 10.9372 -0.041
H 9.7710 7.8436 14.7345 0.070
H 8.3529 7.1339 15.5966 0.080
H 8.3791 8.9036 15.1752 0.100
H 6.3632 6.0565 13.8632 0.106
H 9.4775 8.3947 12.1214 0.150
H 5.9915 4.5881 11.5222 0.083
H 6.9124 5.1468 10.0681 0.071
H 5.4286 5.9324 10.4946 0.050
O 11.1078 6.5789 9.4658 -0.012
C 12.2841 6.8540 9.7186 -0.405
C 12.7503 7.1612 11.1623 -0.103
C 12.7916 5.8132 11.8762 -0.183
C 13.8129 4.8241 11.2595 -0.165
C 14.8390 5.4524 10.2250 -0.193
C 14.3244 5.7660 8.8159 -0.198
N 13.2641 6.7747 8.7245 0.016
H 12.0497 7.7769 11.6561 0.086
H 13.7011 7.7133 11.1631 0.117
H 11.8094 5.3250 11.8306 0.115
H 13.0250 5.9005 12.9720 0.123
H 13.3111 4.0446 10.6541 0.114
H 14.4250 4.2724 11.9545 0.095
H 15.6212 4.7340 10.1264 0.093
H 15.3063 6.3560 10.6366 0.105
H 13.9769 4.7941 8.4590 0.110
H 15.1614 6.0510 8.1326 0.131
H 13.5064 7.6414 8.2126 0.149
C 5.4745 6.6816 5.9254 -0.142
S 6.3621 7.1695 7.4138 0.381
O 7.0078 8.4705 7.0797 -0.496
O 5.4691 7.2609 8.5944 -0.373
O 7.3604 6.1412 7.7404 -0.491
H 4.7327 7.4299 5.6623 0.062
H 5.0180 5.6978 6.0873 0.067
H 6.2030 6.5713 5.1503 0.046


No. 4
9
Properties=species:S:1:pos:R:3:lowdin_charge:R:1 method="wB97M-V/def2-TZVPD" total_charge=0 lumo_energy_ev=0.0 relative_energy_kcal_mol=3.29 smiles="NS(=O)(=O)N=C=S" gap_ha=0.367 max_force_ha_per_bohr=0.048
C -1.9715 0.6596 0.2795 -0.830
N -0.9359 0.1449 0.6428 -0.057
N 1.5896 0.2222 -0.1492 -0.051
O 0.6949 -1.8886 0.8234 -0.249
O -0.1250 -1.0616 -1.3685 -0.278
S -3.2844 1.4205 -0.1448 0.736
S 0.3511 -0.8315 -0.0440 0.562
H 2.2602 0.2495 0.5979 0.082
H 1.4210 1.0850 -0.6372 0.085


No. 5
64
Properties=species:S:1:pos:R:3:lowdin_charge:R:1 method="wB97M-V/def2-TZVPD" total_charge=+2 lumo_energy_ev=-4.4 gap_ha=0.383 max_force_ha_per_bohr=0.064
F -0.4945 1.4066 0.2547 -0.474
C 5.7740 1.3905 -2.3645 0.008
N 4.3947 0.9212 -1.8784 -0.270
C 3.3455 1.2223 -3.0431 0.033
C 4.4489 -0.7231 -1.7145 0.084
C 4.0932 1.7502 -0.5791 -0.094
C 2.6552 1.9718 -0.2750 -0.264
O 2.0334 0.7305 0.0619 -0.089
H 6.4076 1.2008 -1.4980 0.106
H 5.6466 2.4575 -2.5470 0.108
H 6.0590 0.7335 -3.1862 0.107
H 3.6720 0.5783 -3.8596 0.095
H 3.3287 2.2639 -3.3638 0.108
H 2.3381 0.9931 -2.6957 0.081
H 4.6010 -1.1471 -2.7071 0.094
H 3.5361 -1.0152 -1.1953 0.083
H 5.2954 -0.8147 -1.0339 0.096
H 4.5415 2.7388 -0.6785 0.134
H 4.5372 1.3148 0.3162 0.144
H 2.0672 2.4182 -1.0770 0.118
H 2.5591 2.7179 0.5137 0.137
H 1.1245 1.0108 0.1923 -0.006
C -2.6558 -1.3286 4.3844 -0.018
N -2.6266 0.1198 3.9701 -0.324
C -3.2808 0.1403 2.5552 0.029
C -3.3935 1.0045 5.0386 0.062
C -1.1492 0.6370 3.9025 -0.064
C -0.9684 2.1799 3.6860 -0.209
O -1.4713 2.7362 2.4682 -0.070
H -2.1160 -1.9295 3.6526 0.104
H -3.7042 -1.6151 4.4673 0.109
H -2.1245 -1.5305 5.3145 0.108
H -2.5600 -0.3416 1.8947 0.083
H -3.2890 1.2038 2.3165 0.096
H -4.2946 -0.2597 2.5345 0.109
H -2.9283 0.8741 6.0157 0.112
H -4.4005 0.5964 4.9518 0.101
H -3.4142 2.0520 4.7378 0.102
H -0.7063 0.0149 3.1247 0.122
H -0.7346 0.2738 4.8429 0.128
H 0.1113 2.3226 3.6428 0.121
H -1.1913 2.7627 4.5797 0.121
H -1.0457 2.3828 1.6836 0.026
C -1.2629 -2.9990 -1.2587 -0.005
N -1.4051 -2.2445 -2.5713 -0.287
C -0.1917 -1.2978 -2.7269 0.009
C -1.3966 -3.2331 -3.7490 0.016
C -2.8003 -1.4290 -2.3910 -0.030
C -2.8402 -0.2320 -1.4145 -0.237
O -2.0221 0.8260 -1.8450 -0.072
H -1.0439 -2.3616 -0.4020 0.101
H -0.4832 -3.7569 -1.3342 0.105
H -2.2010 -3.5511 -1.2006 0.105
H 0.7550 -1.8043 -2.9150 0.103
H -0.0741 -0.7414 -1.7970 0.082
H -0.4307 -0.4991 -3.4292 0.109
H -2.2395 -3.9092 -3.8920 0.110
H -0.4970 -3.8481 -3.7249 0.107
H -1.4779 -2.5974 -4.6307 0.106
H -3.5409 -2.1101 -1.9719 0.123
H -3.0891 -1.2318 -3.4234 0.132
H -2.4664 -0.6332 -0.4725 0.086
H -3.8358 0.1224 -1.1472 0.135
H -1.4774 1.1147 -1.1091 0.014


No. 6
7
Properties=species:S:1:pos:R:3:lowdin_charge:R:1 method="wB97M-V/def2-TZVPD" total_charge=+1 lumo_energy_ev=-4.9 relative_energy_kcal_mol=34.27 smiles=C#C[NH3+] gap_ha=0.427 max_force_ha_per_bohr=0.102
C -2.0130 0.0200 0.0366 0.192
C -0.8034 0.0217 -0.0043 -0.024
N 0.7739 0.0093 -0.0032 0.208
H -2.9674 -0.2704 -0.0850 0.030
H 1.0627 -0.7006 -0.6885 0.164
H 1.1059 -0.2198 1.0043 0.220
H 1.1758 0.8660 -0.5189 0.210